Density functional theory data (the ωB97M-V functional and the def2-TZVPD basis) for a cluster of 2 separate species, C9H17N2O in total.

Computed properties:
strongest force on any atom = 0.047 Eh/bohr
charge = +1
Kohn-Sham gap = 9.95 eV
E_HOMO = -0.4691 hartree
molecular weight = 169.2 g mol⁻¹

Geometry (Å):
O 1.41940 -1.26804 0.72130
N -1.54177 -0.69760 0.74726
N -0.48312 0.87329 -0.76353
C -0.70168 2.23524 -2.67649
C -0.96931 0.16855 0.01958
C 1.54786 1.64736 -1.69847
C 0.26063 -2.93529 1.98107
C -0.00974 3.20584 -0.44883
C 0.09523 2.00950 -1.39051
C -0.01614 -4.25901 1.40866
C 0.85698 -1.76190 1.87037
C -0.37614 -3.93236 2.84358
H 1.59333 0.77925 -2.35192
H -2.54906 -0.74255 0.80629
H 2.02419 2.48155 -2.20308
H -0.32538 3.12059 -3.18205
H -1.75643 2.38795 -2.45744
H -0.81210 -4.37311 0.68546
H 2.09510 1.42882 -0.78511
H 0.52271 3.02161 0.48003
H -0.59834 1.38612 -3.34956
H -1.41920 -3.80824 3.09881
H 0.91289 -1.04395 2.67891
H 0.43249 4.07489 -0.92740
H -0.96190 -1.33939 1.32638
H 1.63123 -1.98932 0.11558
H 0.81857 -4.92256 1.23181
H 0.20786 -4.37331 3.63840
H -1.04923 3.43202 -0.22538

Here are the Mulliken charges for atoms 1 to 5, given in e: -0.423 -0.254 0.041 -1.548 0.481